Molecular formula: C37H87FO12S
Method: DFT, ωB97M-V/def2-TZVPD

Calculated values
Molecular weight in g mol⁻¹: 775.16
E in hartree: -2862.488416
E_LUMO in Ha: 0.0071
Orbital gap in eV: 9.645
Net charge: 0
Structure (SMILES): COCCCC[C@@]1([C@@H](C)F)COS(=O)(=O)O1.CCOCC.CCOCC.CCOCC.CCOCC.CCOCC.CCOCC.CCOCC

Last columns: bonded neighbours and bond lengths (Å).
CARTESIAN COORDINATES (ANGSTROEM)
1 H 1.51486 -5.51639 -1.57411  C38 1.094
2 H 0.40600 -6.78803 -9.61335  C71 1.095
3 C -3.36402 8.80578 2.34641  H44 1.095, C56 1.519, H94 1.094, H102 1.094
4 H 0.86124 4.58655 -5.11530  C80 1.188
5 H 1.01660 -1.52784 7.04769  C106 1.095
6 H -0.94401 -4.48799 -8.78481  C23 1.094
7 H -5.04306 9.83155 1.51267  C56 1.095
8 H -0.32132 0.14308 8.39737  C55 1.094
9 C 6.70340 1.79164 5.77733  O92 1.425, H109 1.095, C118 1.519, H136 1.095
10 H -1.96525 -6.49793 -8.83602  C74 1.095
11 H -3.73169 3.89966 -3.78961  C24 1.194
12 C -2.59894 -4.01943 -2.20199  H34 1.095, H35 1.094, C125 1.519, H132 1.094
13 H -1.92558 -8.10632 -8.13485  C74 1.095
14 C 2.48557 -4.98262 0.28032  C38 1.519, O45 1.425, H87 1.095, H133 1.095
15 C -5.57834 6.86529 2.90760  H17 1.095, O50 1.425, C97 1.519, H98 1.095
16 S 1.95904 3.93396 -2.15946  O18 1.549, O105 1.562, O120 1.707, O121 1.710
17 H -4.56561 6.44964 2.93222  C15 1.095
18 O 2.31097 2.91521 -1.04636  S16 1.549
19 H -0.68387 -1.48504 6.61562  C106 1.095
20 C -0.47819 -0.47938 0.77767  O40 1.425, H61 1.095, C84 1.519, H137 1.095
21 H 6.14198 4.41170 6.33571  C70 1.095
22 C -3.16561 -6.89306 -2.83824  H85 1.095, H111 1.095, O117 1.425, C134 1.519
23 C -0.74105 -4.35550 -7.71812  H6 1.094, H96 1.094, C115 1.519, H123 1.095
24 C -2.92238 4.42343 -3.08556  H11 1.194, C42 1.626, H62 1.193, C66 1.620
25 H -1.65173 4.46164 -4.97120  C42 1.195
26 H -3.88515 2.90771 -1.68178  C66 1.194
27 H 0.23482 -5.34560 -6.09519  C115 1.095
28 H 5.74595 3.69209 3.95991  C47 1.094
29 C -2.48824 3.49069 1.48401  H64 1.192, H67 1.190, O79 1.476, H126 1.176
30 H -0.24802 0.74423 -5.38651  C127 1.191
31 H 5.09355 -5.42125 -0.42519  C41 1.095
32 H -4.51319 5.18421 -0.72201  C119 1.194
33 H -1.94473 0.21757 -4.68210  C127 1.190
34 H -3.55987 -3.85360 -1.70460  C12 1.095
35 H -2.80191 -4.15192 -3.26868  C12 1.094
36 H 1.26630 -1.42511 1.65992  C84 1.094
37 H 4.10609 3.19274 4.37385  C47 1.095
38 C 2.47640 -5.66794 -1.07526  H1 1.094, C14 1.519, H113 1.095, H116 1.094
39 H -0.95520 -5.43512 -2.14522  C125 1.095
40 O -1.27025 -1.62221 0.46572  C20 1.425, C131 1.425
41 C 4.89680 -4.88220 0.50791  H31 1.095, O45 1.425, H100 1.095, C130 1.519
42 C -1.46208 4.52481 -3.79324  C24 1.626, H25 1.195, C103 1.633, H110 1.193
43 H 0.90269 -5.77120 -7.66135  C115 1.095
44 H -3.04179 8.30110 1.43003  C3 1.095
45 O 3.64335 -5.28055 1.05647  C14 1.425, C41 1.425
46 H 3.87716 -0.09371 5.07259  C65 1.094
47 C 4.90491 3.89641 4.62885  H28 1.094, H37 1.095, C70 1.519, H82 1.094
48 H 1.78064 0.16265 3.84787  C138 1.095
49 O 0.53713 -0.66813 5.21758  C106 1.425, C138 1.425
50 O -5.64567 7.95539 1.99174  C15 1.425, C56 1.425
51 H 8.03982 3.48688 5.53955  C118 1.095
52 H 4.33902 -3.02375 -0.46731  C130 1.094
53 H 3.02959 -0.66129 6.51629  C65 1.094
54 H 1.65277 1.08088 5.33803  C138 1.095
55 C 0.03018 0.37524 7.38795  H8 1.094, H72 1.095, C106 1.519, H112 1.094
56 C -4.85361 9.09822 2.30369  C3 1.519, H7 1.095, O50 1.425, H128 1.095
57 H 1.33363 -1.27650 -0.09599  C84 1.095
58 O -0.85047 -6.73431 -7.09830  C74 1.425, C115 1.425
59 H 0.50361 -8.33623 -8.77426  C71 1.094
60 H -2.06548 3.15284 -1.24881  C66 1.166
61 H -0.81917 -0.02259 1.71310  C20 1.095
62 H -3.32093 5.54165 -2.96375  C24 1.193
63 H -1.35429 -8.00016 -3.25812  C134 1.094
64 H -2.25624 2.41979 1.01579  C29 1.192
65 C 2.98881 -0.62703 5.42370  H46 1.094, H53 1.094, H89 1.095, C138 1.519
66 C -3.01065 3.71932 -1.62878  C24 1.620, H26 1.194, H60 1.166, C119 1.665
67 H -1.54803 4.15752 1.18909  C29 1.190
68 H -6.11514 6.32499 4.92899  C97 1.094
69 H 8.21235 2.63910 7.07645  C118 1.094
70 C 5.30662 3.74860 6.08590  H21 1.095, C47 1.519, H78 1.095, O92 1.425
71 C -0.18110 -7.65050 -9.28202  H2 1.095, H59 1.094, C74 1.519, H104 1.094
72 H 0.95959 0.94607 7.48099  C55 1.095
73 H -2.67389 -1.88947 2.73880  C124 1.094
74 C -1.30771 -7.22913 -8.35437  H10 1.095, H13 1.095, O58 1.425, C71 1.519
75 H -2.44042 -7.80677 -4.65629  C134 1.094
76 H -1.00785 -1.64927 3.26528  C124 1.095
77 H -1.67801 1.49945 -2.66489  C99 1.170
78 H 4.46474 4.05941 6.71360  C70 1.095
79 O -3.73130 3.95342 0.83649  C29 1.476, C119 1.475
80 C 0.86606 3.55225 -4.53061  H4 1.188, H91 1.170, C103 1.672, O121 1.496
81 H 8.85076 1.91650 5.57903  C118 1.094
82 H 4.55824 4.91456 4.42863  C47 1.094
83 H -5.38327 7.92833 4.79130  C97 1.095
84 C 1.01140 -0.77182 0.82039  C20 1.519, H36 1.094, H57 1.095, H129 1.094
85 H -3.78347 -7.77025 -2.61872  C22 1.095
86 H -1.45189 -6.45195 -4.09722  C134 1.095
87 H 1.62600 -5.33944 0.85759  C14 1.095
88 H -1.73921 1.93403 -5.63566  C127 1.170
89 H 3.02873 -1.65966 5.06263  C65 1.095
90 H -2.71661 5.62947 -0.24059  C119 1.174
91 H 0.98700 2.76043 -5.38372  C80 1.170
92 O 5.61069 2.40631 6.45542  C9 1.425, C70 1.425
93 H -1.62308 -5.00952 -0.57905  C125 1.095
94 H -3.10912 8.15249 3.18595  C3 1.094
95 H 6.03766 -3.11592 0.01319  C130 1.094
96 H -0.12322 -3.45986 -7.60413  C23 1.094
97 C -6.06100 7.22056 4.30337  C15 1.519, H68 1.094, H83 1.095, H107 1.094
98 H -6.22697 6.08101 2.50313  C15 1.095
99 C -0.83769 1.77006 -3.43291  H77 1.170, C103 1.639, F122 1.508, C127 1.646
100 H 5.66323 -5.20471 1.22061  C41 1.095
101 H -1.85155 -3.49659 0.97711  C131 1.095
102 H -2.79484 9.73318 2.45972  C3 1.094
103 C -0.38800 3.34600 -3.44340  C42 1.633, C80 1.672, C99 1.639, O120 1.501
104 H -0.58253 -8.14285 -10.17242  C71 1.094
105 O 2.58573 5.32341 -1.81787  S16 1.562
106 C 0.24248 -0.90131 6.59252  H5 1.095, H19 1.095, O49 1.425, C55 1.519
107 H -7.04931 7.68813 4.26482  C97 1.094
108 H 4.76877 -2.84803 1.23395  C130 1.095
109 H 6.48479 1.69732 4.70854  C9 1.095
110 H -0.96175 5.59634 -3.63841  C42 1.193
111 H -3.82315 -6.16186 -3.31989  C22 1.095
112 H -0.70245 1.02171 6.89580  C55 1.094
113 H 3.25840 -5.26866 -1.72899  C38 1.095
114 H -1.73972 -3.25261 3.40297  C124 1.094
115 C -0.03497 -5.56621 -7.13342  C23 1.519, H27 1.095, H43 1.095, O58 1.425
116 H 2.65663 -6.74171 -0.96836  C38 1.094
117 O -2.70837 -6.39824 -1.58216  C22 1.425, C125 1.425
118 C 8.02876 2.49724 6.00731  C9 1.519, H51 1.095, H69 1.094, H81 1.094
119 C -3.46050 4.73299 -0.38630  H32 1.194, C66 1.665, O79 1.475, H90 1.174
120 O 0.25366 3.88040 -2.19621  S16 1.707, C103 1.501
121 O 2.17129 3.50763 -3.80158  S16 1.710, C80 1.496
122 F 0.38146 0.99447 -2.99994  C99 1.508
123 H -1.70198 -4.18968 -7.22073  C23 1.095
124 C -1.68557 -2.35704 2.77735  H73 1.094, H76 1.095, H114 1.094, C131 1.519
125 C -1.89287 -5.23013 -1.61728  C12 1.519, H39 1.095, H93 1.095, O117 1.425
126 H -2.59217 3.32370 2.64375  C29 1.176
127 C -1.25413 1.16062 -4.90385  H30 1.191, H33 1.190, H88 1.170, C99 1.646
128 H -5.19460 9.55501 3.23912  C56 1.095
129 H 1.58058 0.15558 0.93370  C84 1.094
130 C 5.01905 -3.38132 0.31132  C41 1.519, H52 1.094, H95 1.094, H108 1.095
131 C -1.20292 -2.71231 1.38158  O40 1.425, H101 1.095, C124 1.519, H135 1.095
132 H -1.98111 -3.12379 -2.08799  C12 1.094
133 H 2.36346 -3.89932 0.17764  C14 1.095
134 C -2.03899 -7.31442 -3.76589  C22 1.519, H63 1.094, H75 1.094, H86 1.095
135 H -0.19019 -3.12796 1.40620  C131 1.095
136 H 6.77776 0.77237 6.17099  C9 1.095
137 H -0.66764 0.25395 -0.01335  C20 1.095
138 C 1.72709 0.06411 4.93727  H48 1.095, O49 1.425, H54 1.095, C65 1.519

Atomic partial charges in e from the Mulliken method, atoms 1 to 6:
1 H 0.079
2 H 0.256
3 C -0.932
4 H 0.287
5 H 0.318
6 H 0.272